[1]
{"formula": "C39H111N15O12", "method": "wB97M-V/def2-TZVPD", "species": ["H", "H", "H", "C", "C", "H", "H", "H", "H", "H", "N", "C", "H", "C", "N", "H", "H", "H", "H", "H", "H", "H", "H", "H", "N", "H", "H", "H", "O", "H", "N", "H", "H", "C", "H", "N", "H", "N", "H", "N", "H", "C", "H", "C", "C", "H", "H", "H", "O", "H", "O", "H", "H", "C", "H", "H", "N", "H", "H", "H", "C", "O", "C", "H", "O", "H", "H", "O", "N", "H", "H", "H", "H", "H", "C", "C", "N", "C", "C", "H", "H", "H", "N", "H", "C", "H", "H", "C", "C", "N", "H", "H", "C", "N", "C", "H", "C", "H", "H", "C", "H", "H", "H", "H", "H", "H", "C", "C", "N", "H", "O", "H", "H", "C", "H", "H", "C", "H", "C", "H", "H", "O", "H", "H", "H", "H", "C", "H", "O", "H", "H", "C", "H", "H", "C", "H", "H", "C", "H", "H", "H", "H", "O", "H", "H", "H", "H", "H", "H", "H", "H", "O", "C", "H", "C", "C", "H", "H", "H", "H", "O", "H", "H", "H", "H", "H", "H", "H", "C", "C", "N", "H", "C", "C", "H", "C", "H"], "positions_angstrom": [[18.985, 17.056, 21.925], [22.832, 12.790, 13.487], [16.353, 12.918, 21.421], [9.596, 11.936, 18.708], [10.853, 12.784, 18.604], [11.321, 17.664, 21.004], [12.597, 18.844, 22.883], [19.505, 15.881, 12.450], [19.917, 12.209, 16.022], [21.360, 14.728, 19.384], [18.317, 17.718, 22.257], [18.105, 20.202, 14.370], [8.001, 13.395, 18.862], [12.253, 17.082, 21.067], [14.226, 15.922, 14.409], [21.304, 19.016, 11.981], [12.128, 16.507, 21.981], [8.894, 13.095, 20.347], [21.907, 14.176, 12.815], [21.873, 17.331, 11.706], [13.279, 14.119, 11.739], [17.200, 13.526, 18.886], [15.115, 14.924, 16.420], [22.011, 16.088, 18.564], [12.947, 19.201, 21.992], [11.147, 13.194, 19.584], [20.710, 10.918, 12.779], [19.832, 16.778, 8.874], [19.875, 15.950, 20.903], [14.203, 19.618, 19.859], [19.339, 14.097, 10.956], [18.931, 10.983, 16.713], [14.364, 17.648, 21.448], [15.510, 11.442, 22.842], [16.825, 10.277, 19.547], [17.180, 17.686, 20.264], [17.858, 20.618, 15.353], [18.986, 9.480, 14.387], [14.171, 19.229, 17.349], [16.938, 18.180, 15.133], [19.888, 15.142, 8.231], [20.677, 11.323, 13.796], [17.709, 13.372, 14.064], [14.553, 11.529, 18.636], [13.388, 18.079, 21.158], [13.770, 19.753, 22.232], [14.337, 10.370, 13.257], [11.655, 12.156, 18.136], [13.806, 12.362, 13.425], [18.904, 13.015, 22.161], [14.041, 17.775, 18.876], [13.622, 11.833, 19.114], [17.688, 14.985, 13.225], [13.563, 18.731, 19.831], [16.945, 17.168, 15.140], [20.648, 15.225, 15.682], [9.807, 10.595, 19.325], [14.115, 13.376, 15.159], [19.620, 8.779, 14.792], [18.190, 17.965, 23.224], [14.778, 11.307, 13.623], [19.866, 17.710, 11.289], [16.793, 15.188, 17.663], [18.114, 18.210, 13.560], [17.079, 14.996, 15.130], [18.680, 9.161, 13.479], [17.839, 17.000, 19.888], [20.710, 12.775, 13.769], [17.574, 7.974, 18.128], [15.440, 7.930, 18.140], [18.591, 15.180, 16.515], [19.388, 18.469, 16.295], [15.947, 6.789, 20.367], [21.496, 18.250, 19.348], [16.166, 9.860, 18.770], [19.434, 18.227, 15.232], [16.557, 10.395, 22.634], [17.602, 14.689, 16.481], [19.466, 16.360, 11.483], [21.092, 15.278, 10.475], [21.614, 11.051, 14.310], [12.627, 14.153, 17.109], [19.647, 10.903, 20.738], [12.580, 14.811, 13.852], [21.859, 13.101, 13.007], [16.696, 8.377, 20.969], [10.517, 10.061, 18.818], [13.659, 14.796, 13.627], [13.795, 15.001, 12.133], [21.539, 15.729, 19.383], [20.176, 18.401, 20.538], [16.915, 16.273, 17.639], [18.181, 18.687, 14.524], [19.287, 13.120, 21.244], [13.920, 18.147, 17.541], [12.073, 15.047, 18.408], [17.951, 14.437, 14.145], [20.638, 10.648, 16.445], [16.203, 14.866, 24.296], [17.274, 14.586, 18.916], [18.409, 16.397, 11.275], [14.977, 11.212, 14.685], [11.396, 15.358, 16.661], [17.379, 20.510, 13.624], [17.830, 13.609, 16.456], [16.922, 18.553, 16.100], [19.453, 10.843, 14.594], [16.063, 7.879, 20.222], [15.364, 14.855, 17.403], [12.433, 16.490, 20.188], [19.552, 16.824, 15.074], [15.017, 13.452, 22.541], [19.366, 13.379, 10.247], [20.015, 12.170, 20.590], [13.937, 16.834, 14.048], [15.342, 12.232, 18.893], [19.504, 15.772, 9.041], [13.871, 11.563, 24.167], [14.294, 13.511, 14.100], [14.663, 15.279, 18.002], [19.534, 10.576, 21.708], [16.276, 18.661, 21.995], [17.936, 14.835, 24.223], [14.681, 11.263, 22.154], [16.207, 17.512, 19.972], [16.804, 14.852, 19.861], [14.937, 11.430, 24.270], [15.690, 11.464, 13.058], [14.829, 10.187, 19.097], [19.074, 20.595, 14.097], [14.824, 14.883, 11.820], [21.041, 17.944, 12.113], [20.863, 17.777, 13.164], [7.720, 11.915, 19.822], [19.965, 15.341, 10.503], [15.085, 8.265, 20.502], [18.355, 14.791, 19.066], [16.280, 8.311, 18.716], [9.247, 11.801, 17.677], [20.326, 10.372, 20.196], [15.354, 12.301, 24.800], [12.886, 17.954, 17.268], [20.778, 12.526, 19.703], [16.938, 15.348, 22.794], [16.467, 10.304, 17.811], [19.017, 14.593, 14.438], [19.715, 13.724, 11.814], [15.227, 15.873, 14.433], [18.411, 15.779, 8.987], [21.645, 16.692, 15.477], [20.501, 16.552, 16.872], [16.983, 13.234, 23.339], [20.635, 16.337, 15.787], [17.892, 7.042, 18.292], [11.703, 14.671, 17.443], [8.460, 12.624, 19.477], [15.132, 10.580, 24.919], [15.399, 13.626, 13.935], [13.292, 15.888, 11.758], [19.592, 14.068, 21.037], [10.548, 13.814, 17.733], [12.548, 19.065, 19.527], [18.552, 11.427, 14.295], [18.302, 8.569, 18.547], [10.180, 10.648, 20.272], [17.389, 10.608, 23.188], [21.838, 12.588, 12.021], [14.480, 11.554, 17.534], [17.028, 14.642, 23.618], [15.956, 12.851, 22.460], [20.724, 17.848, 19.864], [20.295, 18.758, 14.853], [17.233, 18.048, 21.548], [19.769, 11.137, 16.033], [16.840, 10.389, 21.675], [20.667, 16.500, 20.088], [14.589, 17.513, 16.944]], "mulliken_charge": [0.3510, 0.3089, -0.3650, 0.2453, 0.0357, 0.4232, 0.3004, -0.3213, -0.0874, 0.2086, -0.2661, -1.6547, 0.3041, -1.3396, -0.0224, 0.2720, 0.4360, 0.3181, 0.1473, 0.3057, 0.4030, 0.2999, -0.4150, 0.2206, -0.7400, 0.2241, 0.3692, 0.3582, -0.8038, 0.3877, -0.3997, -0.0306, -0.4025, 0.2162, -0.3868, 0.0308, 0.3874, -0.6870, 0.3107, -0.3208, 0.4242, -1.0450, -0.5673, -0.0485, 1.5798, 0.2951, 0.3808, -0.0253, -0.5427, 0.2551, 0.1920, 0.0176, 0.3643, -1.3321, -0.3056, 0.0431, -0.7318, -0.0683, 0.2230, 0.2098, -0.4417, -0.4779, 1.3126, 0.0025, 1.8931, 0.2102, 0.0324, 0.1579, -0.6220, 0.2675, -0.5375, 0.4428, 0.3933, 0.2360, 0.2045, -1.3391, -0.4756, -0.8257, 0.1928, 0.1945, 0.3251, -0.0265, -0.3282, 0.2476, -1.0590, 0.2513, 0.2707, 0.2565, -1.5568, -0.3498, 0.2446, -0.3133, 0.6308, 0.0227, -0.5520, -0.1221, 0.1538, 0.5345, 0.4379, -1.1839, 0.3620, 0.0795, 0.3333, 0.3657, -0.0204, 0.3069, 1.9165, -1.2078, 0.5451, -0.1274, 0.6230, 0.4997, 0.2857, 0.4147, 0.3465, 0.0217, -1.5438, 0.3554, 0.8753, -0.2995, 0.2419, -0.6839, 0.3069, 0.3167, -0.1238, 0.7060, -1.4436, 0.2010, -0.4159, 0.3868, 0.2203, -0.2314, -0.1925, 0.4207, 0.4168, 0.3236, -0.3302, 0.3180, 0.2897, 0.2767, 0.2448, 0.3236, -0.6742, 0.3488, 0.2887, -0.3751, -0.0293, -0.4884, 0.3355, 0.1808, 0.1062, -0.3962, -0.9409, 0.2831, 0.1245, -1.4266, 0.3830, -0.4172, 0.4295, -0.1236, -0.4279, 0.5075, -0.9299, 0.1144, 0.2543, 0.2763, 0.4309, 0.2927, -1.0468, 0.3791, -0.2877, 0.6381, 0.3642, -0.6827, -0.1019, 0.4211, -0.1586], "molar_mass_g_mol": 982.410, "lumo_ha": 0.0011, "orbital_gap_ev": 8.69, "largest_force_ha_per_bohr": 0.0702}


[2]
{"formula": "C25H27N3O3", "method": "wB97M-V/def2-TZVPD", "species": ["H", "C", "H", "C", "C", "C", "N", "H", "C", "H", "C", "H", "H", "C", "C", "C", "H", "H", "H", "H", "O", "H", "H", "C", "H", "H", "N", "C", "H", "C", "C", "C", "C", "H", "O", "C", "H", "H", "C", "C", "H", "C", "H", "C", "C", "N", "C", "H", "C", "C", "O", "H", "H", "C", "H", "H", "H", "H"], "positions_angstrom": [[-1.258, 1.975, 0.197], [-2.244, 3.562, 3.019], [6.303, 1.212, -0.298], [5.650, 0.355, -0.351], [-1.923, 2.387, 0.939], [-1.404, 2.990, 2.051], [-5.512, 2.943, 1.597], [-1.401, -1.105, 1.692], [-3.940, 1.694, -0.367], [0.933, -1.966, -1.804], [-1.150, -0.339, -0.934], [4.541, 0.064, -4.221], [3.378, -3.841, -0.057], [-3.138, 0.953, -1.403], [1.471, -3.030, 1.257], [3.958, -1.833, -0.546], [-4.303, -1.231, -0.802], [3.238, 1.014, -3.447], [-1.809, 4.030, 3.889], [-5.827, 1.285, -1.287], [5.082, 1.087, -2.497], [-3.687, -0.789, 0.796], [-3.797, 0.643, -2.221], [-3.600, 3.538, 2.853], [2.810, -3.282, -1.657], [4.583, -2.306, 1.440], [1.717, -2.629, -0.009], [-0.417, -1.309, 1.269], [-0.333, 3.036, 2.188], [4.070, -0.946, -1.610], [-4.169, 2.927, 1.716], [2.992, -2.987, -0.619], [5.535, -0.527, 0.702], [4.578, 1.843, -4.277], [-0.485, 0.498, -1.522], [4.686, -1.619, 0.614], [0.383, -2.404, 2.960], [3.495, -1.128, -2.505], [4.310, 0.981, -3.668], [-3.398, -1.148, -0.197], [6.109, -0.363, 1.602], [-6.048, 2.389, 0.548], [-0.532, -3.390, 1.830], [-0.487, -1.525, -0.244], [-3.319, 2.323, 0.744], [-2.494, -0.227, -0.840], [0.176, -2.558, 1.900], [0.220, -0.445, 1.473], [-5.310, 1.743, -0.456], [0.945, -1.658, -0.752], [2.217, -3.785, 1.855], [-2.962, -2.137, -0.098], [1.429, -0.674, -0.705], [4.912, 0.156, -1.518], [-1.028, -2.450, -0.461], [-4.271, 3.983, 3.570], [-7.128, 2.434, 0.487], [-2.345, 1.585, -1.812]], "nbo_charge": [0.2288, -0.2085, 0.2232, -0.2626, -0.2169, -0.1956, -0.3998, 0.2168, 0.0152, 0.2023, 0.7094, 0.1733, 0.2538, -0.2508, 0.6861, 0.0759, 0.2065, 0.1812, 0.2165, 0.2141, -0.4926, 0.2051, 0.1998, -0.1802, 0.1954, 0.2273, -0.4335, -0.3938, 0.2157, -0.3469, 0.1242, -0.2595, -0.1853, 0.2003, -0.6466, -0.2633, 0.2426, 0.2153, -0.2532, -0.4102, 0.2144, 0.0579, 0.2239, -0.3114, -0.0439, -0.4351, -0.4911, 0.2155, -0.2601, -0.2050, -0.6390, 0.2130, 0.2220, 0.3159, 0.2137, 0.2263, 0.1908, 0.2628], "molar_mass_g_mol": 417.509, "lumo_ha": 0.0018, "orbital_gap_ev": 8.47, "largest_force_ha_per_bohr": 0.0132}


[3]
{"formula": "C3H9N2", "method": "wB97M-V/def2-TZVPD", "species": ["H", "H", "N", "H", "H", "H", "C", "H", "H", "H", "H", "C", "N", "C"], "positions_angstrom": [[-1.326, -2.685, 0.537], [-0.383, 1.666, -1.394], [-1.144, -2.202, -0.312], [2.077, -0.108, 0.632], [-0.093, 2.422, 0.106], [-1.071, -0.482, -1.466], [-0.725, -0.801, -0.556], [0.938, -0.999, 1.540], [-1.429, -2.732, -1.165], [1.357, 1.888, -0.654], [0.902, 0.682, 1.751], [0.237, 1.591, -0.537], [-0.013, 0.278, -0.013], [0.968, -0.028, 1.065]], "nbo_charge": [0.4354, 0.2281, -0.7651, 0.2347, 0.2488, 0.1881, 0.4413, 0.2355, 0.4420, 0.2567, 0.2156, -0.4314, -0.3054, -0.4243], "molar_mass_g_mol": 73.119, "lumo_ha": -0.1710, "orbital_gap_ev": 10.29, "largest_force_ha_per_bohr": 0.1294, "total_charge": 1}


[4]
{"formula": "C9H12N2S", "method": "wB97M-V/def2-TZVPD", "species": ["H", "N", "H", "C", "H", "H", "H", "N", "C", "H", "H", "C", "C", "C", "H", "S", "H", "H", "C", "C", "C", "H", "C", "H"], "positions_angstrom": [[-0.295, 0.562, -2.991], [1.455, -0.250, -0.744], [-1.846, -1.153, 0.249], [-1.754, -0.349, 0.951], [3.558, -0.298, -0.610], [1.018, -1.493, -2.297], [2.536, -1.272, 0.544], [1.369, 3.191, -0.378], [-2.550, -0.470, 2.086], [-2.909, 0.520, 3.997], [-3.302, -1.260, 2.015], [0.645, 0.790, -1.026], [1.038, 2.150, -0.771], [-2.367, 0.449, 3.030], [-1.208, -0.071, -1.616], [-1.032, 1.530, 2.555], [1.854, -2.326, -1.045], [0.049, -1.863, -0.868], [-0.537, 0.673, -1.907], [2.639, -0.302, 0.025], [1.068, -1.584, -1.208], [2.699, 0.501, 0.695], [-0.887, 0.673, 1.045], [-1.241, 1.654, -1.731]], "nbo_charge": [0.2298, -0.3461, 0.1963, -0.4258, 0.2059, 0.2062, 0.2135, -0.2573, -0.2693, 0.2321, 0.2094, 0.2687, 0.2171, -0.4161, 0.2445, 0.3551, 0.2259, 0.2288, -0.6691, -0.3993, -0.4233, 0.2309, -0.3302, 0.2721], "molar_mass_g_mol": 180.276, "lumo_ha": [-0.0162, -0.0233], "orbital_gap_ev": [7.46, 6.72], "largest_force_ha_per_bohr": 0.0723}